C41H48BBrMnN12O4 | ωB97M-V/def2-TZVPD

```
108
Properties=species:S:1:pos:R:3:forces:R:3:mulliken_spin:R:1
Mn -1.015890 -0.539288 -1.278240 0.590 0.859 -0.686 3.7090
C 1.120926 -3.663429 -0.979314 -0.032 0.062 0.034 0.0037
C 1.715755 -2.295697 -0.958013 0.024 -0.071 -0.052 0.0158
C 3.074537 -2.031199 -0.793486 -0.007 -0.038 -0.048 0.0023
C 3.194263 -0.662950 -0.873699 0.055 -0.057 0.072 0.0085
N 1.976934 -0.145059 -1.067625 0.116 0.083 0.092 0.0003
N 1.048666 -1.140751 -1.110078 -0.525 -0.006 0.064 0.0213
B 1.661046 1.240929 -1.685149 -0.106 0.022 -0.033 -0.0822
N 0.535828 1.915004 -0.849795 0.003 0.101 -0.053 0.0514
C 0.511594 3.188010 -0.438257 -0.023 0.056 0.094 0.0093
C -0.711812 3.440007 0.143885 -0.008 -0.021 0.010 0.0030
C -1.420724 2.244301 0.053649 0.028 0.034 0.037 0.0409
C -2.807173 1.996986 0.539997 0.015 0.019 -0.068 -0.0262
N -0.641651 1.327858 -0.540888 -0.047 -0.487 -0.188 -0.1331
N 1.143305 0.945913 -3.111916 0.148 -0.061 -0.026 -0.0048
C 1.695434 1.102353 -4.331787 -0.050 -0.006 0.011 0.0128
C 0.881717 0.492643 -5.257820 -0.016 -0.008 -0.009 0.0000
C -0.171276 -0.057078 -4.510284 -0.018 -0.040 -0.019 0.0150
C -1.377846 -0.792020 -4.993256 0.053 0.031 0.027 0.0010
N 0.015952 0.204996 -3.221550 -0.265 -0.007 0.182 0.0850
N 2.843648 2.173916 -1.676998 -0.027 -0.025 -0.089 0.0023
C 3.070354 3.281515 -2.438185 -0.011 -0.050 0.036 -0.0003
C 4.027530 4.030484 -1.813710 0.070 0.020 0.069 0.0002
C 4.334753 3.312652 -0.630160 -0.035 0.027 0.003 0.0001
C 5.309024 3.653410 0.449048 -0.043 -0.007 -0.051 0.0000
N 3.606143 2.216619 -0.550453 0.033 0.021 -0.031 0.0000
H 1.928104 -4.388115 -1.061487 0.001 -0.010 0.012 -0.0001
H 0.463141 -3.794070 -1.833801 0.041 -0.027 -0.017 -0.0007
H 0.570157 -3.888194 -0.065954 -0.036 0.011 -0.007 0.0003
H 3.860807 -2.751968 -0.649783 -0.014 0.002 0.010 0.0002
H 4.053524 -0.021026 -0.788181 -0.054 0.023 -0.024 0.0000
H 1.363096 3.835669 -0.568079 0.021 -0.057 -0.039 0.0009
H -1.055971 4.363954 0.575420 0.009 -0.011 0.009 -0.0001
H -2.861879 2.153209 1.618263 -0.005 0.016 -0.013 0.0025
H -3.136848 0.989146 0.313329 -0.052 -0.095 -0.017 0.0168
H -3.494497 2.700824 0.068726 -0.017 -0.015 -0.030 0.0006
H 2.628804 1.619386 -4.465425 0.024 0.003 0.017 0.0007
H 1.022242 0.446804 -6.324085 0.007 0.006 0.012 0.0007
H -2.052049 -0.109513 -5.513647 -0.006 -0.004 -0.005 0.0003
H -1.918997 -1.227345 -4.156158 -0.019 -0.011 -0.015 0.0065
H -1.096106 -1.578160 -5.694288 -0.011 0.000 0.000 -0.0003
H 2.525104 3.471824 -3.346664 -0.019 -0.003 -0.007 0.0000
H 4.459485 4.957203 -2.152123 -0.016 -0.008 -0.014 0.0000
H 6.320369 3.740634 0.051027 0.004 -0.007 0.009 0.0000
H 5.290786 2.874307 1.208824 0.014 0.010 0.012 0.0000
H 5.052876 4.606455 0.913571 0.017 -0.002 0.009 0.0000
C -2.353534 -4.232345 -3.053027 -0.007 0.008 -0.031 -0.0003
C -1.989927 -3.504501 -1.793931 -0.173 -0.098 -0.021 0.0029
O -1.544573 -2.344834 -1.878068 0.279 0.131 0.256 0.0178
N -2.160329 -4.160694 -0.652096 -0.046 0.141 0.120 0.0094
C -1.986486 -3.607844 0.693895 -0.053 0.104 -0.083 -0.0125
C -3.265945 -2.987400 1.195082 -0.018 -0.055 0.016 0.0081
C -4.104607 -3.680617 2.054203 0.025 -0.032 0.038 0.0005
C -5.315886 -3.108480 2.412652 0.010 -0.038 0.005 -0.0002
C -5.642774 -1.875658 1.881772 -0.025 0.054 0.000 0.0011
C -4.735868 -1.254348 1.034321 0.052 -0.037 -0.055 0.0059
N -3.556298 -1.781022 0.705871 -0.093 -0.011 -0.091 0.0088
H -1.776900 -3.830756 -3.881677 0.024 -0.002 0.010 -0.0010
H -3.411269 -4.059806 -3.261912 0.004 0.016 0.013 0.0007
H -2.181510 -5.303586 -2.964136 -0.030 -0.008 -0.012 -0.0006
H -2.577758 -5.075728 -0.716212 -0.001 0.000 -0.064 -0.0002
H -1.207269 -2.849581 0.663539 0.009 0.005 0.018 0.0167
H -1.672693 -4.421140 1.346238 0.065 -0.010 -0.020 0.0006
H -3.812008 -4.650434 2.436889 -0.012 0.000 -0.011 0.0001
H -5.993291 -3.625017 3.079680 0.006 0.010 0.009 0.0000
H -6.582687 -1.393913 2.112473 0.004 -0.003 -0.013 0.0000
H -4.980864 -0.302318 0.584470 0.023 0.108 -0.062 0.0007
Br -6.385919 2.652187 -2.526610 -0.004 0.014 0.008 -0.0002
C -4.607555 3.018929 -3.059114 -0.045 0.014 0.056 -0.0010
C -4.399367 4.279321 -3.603133 0.018 0.034 -0.021 -0.0002
C -3.131297 4.679857 -3.990744 -0.023 -0.009 0.014 0.0008
C -2.057544 3.819954 -3.825469 0.006 -0.016 -0.012 0.0002
C -2.268653 2.567908 -3.277299 -0.052 0.005 -0.011 0.0102
C -3.538048 2.133665 -2.891325 0.141 -0.043 0.061 -0.0053
C -3.693599 0.751111 -2.315991 -0.206 -0.005 0.164 -0.0055
O -4.767101 0.219433 -2.186575 0.028 -0.129 0.046 0.0064
O -2.572925 0.136266 -1.965722 0.341 -0.345 0.164 0.1186
H -5.242088 4.946059 -3.718969 -0.001 -0.001 0.007 0.0002
H -2.989468 5.665020 -4.415699 -0.004 -0.007 -0.001 0.0000
H -1.060220 4.117119 -4.123460 -0.011 0.002 0.006 0.0001
H -1.441178 1.889982 -3.154242 0.059 -0.025 0.040 -0.0005
C 2.176133 -1.233435 6.643985 0.016 -0.024 -0.044 0.0000
C 2.417121 -1.863592 5.278648 -0.009 0.048 0.038 0.0002
N 3.315443 -1.093723 4.425490 -0.015 -0.025 -0.002 -0.0001
C 4.751928 -1.143344 4.705639 0.027 0.114 0.028 -0.0001
C 5.275144 0.127551 5.363079 -0.020 -0.024 -0.023 0.0000
C 2.931292 -0.422773 3.313079 -0.022 0.001 0.051 0.0008
O 3.721461 0.105098 2.547621 0.016 -0.025 -0.042 0.0004
C 1.455583 -0.318734 3.028126 -0.023 0.014 0.021 -0.0003
C 0.603123 0.475939 3.778150 0.003 0.000 0.011 0.0000
C -0.729318 0.554650 3.405988 0.024 0.019 0.028 -0.0019
C -1.146684 -0.127066 2.276957 -0.007 -0.080 0.059 0.0123
N -0.322741 -0.841672 1.504425 -0.179 -0.073 0.158 0.0225
C 0.945511 -0.945246 1.900774 0.066 0.055 -0.103 0.0294
H 1.553179 -1.890550 7.251847 -0.002 0.016 0.008 0.0000
H 1.670304 -0.271833 6.548753 0.022 0.004 0.014 0.0000
H 3.114679 -1.074089 7.174551 -0.011 -0.007 0.011 0.0000
H 1.470510 -1.997915 4.757540 0.014 -0.021 0.001 -0.0002
H 2.853219 -2.856995 5.408498 -0.004 -0.021 -0.033 0.0000
H 5.271329 -1.294886 3.759914 -0.009 -0.052 -0.008 0.0000
H 4.931042 -2.011654 5.340412 -0.006 -0.010 -0.002 0.0000
H 5.031256 0.992115 4.746644 0.019 -0.002 -0.002 0.0000
H 6.359892 0.075540 5.460667 -0.005 0.006 0.017 0.0000
H 4.850044 0.272753 6.356300 -0.007 0.006 -0.008 0.0000
H 0.974784 1.025986 4.634176 -0.013 -0.033 0.012 -0.0001
H -1.434629 1.141226 3.979123 -0.005 0.004 -0.017 -0.0002
H -2.182974 -0.105241 1.969395 0.030 0.001 0.003 -0.0078
H 1.607623 -1.546047 1.289144 -0.003 0.059 0.002 -0.0002
```
Forces are in eV/Å.

Properties
* multiplicity: 5
* E_HOMO (alpha / beta): -10.797 / -10.797 eV
* ΔE to the lowest compared entry with this formula, charge and spin: 10.1 kJ/mol
* molecular weight: 918.6 g mol⁻¹
* strongest force on any atom: 1.2 eV Å⁻¹
* charge: +1